Entry 1:
C6H15N | ωB97M-V/def2-TZVPD

Max |F|   2.92 eV/Å
Multiplicity   1
Energy relative to the best compared isomer or geometry (same formula, charge and spin)   51.6 kcal/mol
E_tot   -292.286819 hartree
Total charge   0
HOMO   -7.61 eV

Geometry as XYZ:
```
22
Properties=species:S:1:pos:R:3:lowdin_charge:R:1
C 0.1725 -2.8204 -0.4822 -0.08
H 1.2097 0.7671 2.0556 0.08
H -1.7277 3.1699 -0.9157 0.07
N 0.0713 -0.4896 0.6021 -0.26
H 0.3835 -3.0918 -1.5287 0.07
H -0.1867 0.8060 -1.8459 0.10
H -0.3539 0.0653 2.4797 0.07
C 0.5606 -0.1577 1.9344 -0.11
H -0.3709 3.3469 -1.9602 0.06
H 1.1349 -0.8670 -1.0749 0.10
H -1.5920 0.0121 -0.5597 0.12
C -0.8239 0.4967 0.0996 -0.25
C -0.1948 1.4385 -0.9467 -0.26
H -0.2409 3.3761 -0.1386 0.07
H -1.2928 1.0790 0.8882 0.11
H 1.2252 -0.9597 2.4031 0.10
H 1.7487 -1.7889 0.3535 0.10
C 0.8607 -1.4562 -0.1811 -0.23
H 0.8889 1.4422 -0.5450 0.13
H -0.9405 -2.8899 -0.4146 0.08
C -0.6750 2.8835 -1.0238 -0.12
H 0.5970 -3.4491 0.2733 0.05
```

=====

Entry 2:
C6H15N | ωB97M-V/def2-TZVPD

Max |F|   3.16 eV/Å
Multiplicity   1
Energy relative to the best compared isomer or geometry (same formula, charge and spin)   39.0 kcal/mol
E_tot   -292.306849 hartree
Total charge   0
HOMO   -8.17 eV

Geometry as XYZ:
```
22
Properties=species:S:1:pos:R:3:lowdin_charge:R:1
C -0.9290 -1.5822 -2.2009 -0.10
C 0.2857 -1.1729 -1.2869 -0.22
H -1.0758 1.2469 1.5254 0.10
H 0.3438 1.9677 2.1294 0.10
H 1.2571 -0.4292 1.1154 0.12
H 0.7762 -0.0526 3.4871 0.06
C -0.0255 1.0052 1.7487 -0.29
C -0.0336 0.1439 -0.5787 -0.41
H 1.3555 1.5900 -0.9920 0.08
H 0.4057 1.0469 -2.5539 0.06
H -1.0213 -1.0397 -3.1424 0.06
H 0.6019 -2.0807 -0.7778 0.10
H -1.8371 -1.5724 -1.6051 0.07
H -0.6232 -2.5726 -2.5649 0.07
H -1.1184 0.1695 -0.4244 0.12
C -0.2085 0.1416 3.0642 -0.10
H 1.0743 -1.0908 -2.0487 0.10
C 0.4311 1.3214 -1.5088 -0.04
H -0.8434 0.6549 3.7756 0.06
N 0.5593 0.1831 0.7332 -0.07
H -0.2085 2.1826 -1.3030 0.07
H -0.6181 -0.8078 2.7168 0.07
```

=====

Entry 3:
C6H15N | ωB97M-V/def2-TZVPD

Max |F|   2.70 eV/Å
Multiplicity   1
Energy relative to the best compared isomer or geometry (same formula, charge and spin)   24.4 kcal/mol
E_tot   -292.330153 hartree
Total charge   0
HOMO   -9.18 eV

Geometry as XYZ:
```
22
Properties=species:S:1:pos:R:3:lowdin_charge:R:1
H -2.3095 0.8369 0.1675 0.11
H -1.9703 2.2180 -1.0325 0.10
H -0.8791 -1.4449 -0.8017 0.11
C 0.1446 -0.0666 0.5649 -0.21
H 2.5566 -2.8404 0.5433 0.07
H 1.1803 0.1282 0.8552 0.10
C -0.2999 1.1692 -0.2325 -0.23
H -0.1940 -2.1147 0.7079 0.10
H -0.9850 3.1483 1.2089 0.06
H 0.4639 1.9595 -0.2078 0.10
H -2.2690 2.2393 1.7772 0.05
H 1.2993 -1.4258 -1.8325 0.10
H -0.1251 0.9391 -1.2999 0.11
H 3.2168 -2.4537 -1.0089 0.06
C 1.1044 -2.0302 -0.9333 -0.26
N -1.8793 2.7268 0.9770 -0.02
C -1.7230 1.7151 -0.1027 -0.27
H 2.8432 -1.1177 0.0643 0.05
H 0.9751 -3.0114 -1.3757 0.10
C -0.0230 -1.4248 -0.1161 -0.23
C 2.5093 -2.0983 -0.2556 -0.11
H -0.4442 -0.1475 1.4814 0.11
```

=====

Entry 4:
C6H15N | ωB97M-V/def2-TZVPD

Max |F|   3.23 eV/Å
Multiplicity   1
Energy relative to the best compared isomer or geometry (same formula, charge and spin)   141.4 kcal/mol
E_tot   -292.143708 hartree
Total charge   0
HOMO   -6.64 eV

Geometry as XYZ:
```
22
Properties=species:S:1:pos:R:3:lowdin_charge:R:1
H 0.7353 -0.8695 -1.3152 0.09
H -2.8306 1.9426 0.4081 0.06
C -1.9291 -1.1265 -0.2497 -0.27
H 0.3161 0.7687 1.5391 0.06
H 1.8178 1.6765 -0.1161 0.13
H 0.6138 -0.8939 1.2842 0.07
C 1.8256 0.5977 -0.0209 -0.40
C 3.0965 -0.2034 -0.2676 -0.08
N -1.7548 0.1930 0.3012 -0.17
H 2.8706 -1.2333 0.0167 0.08
H 3.8811 0.1402 0.4069 0.08
H 3.4427 -0.1745 -1.2979 0.08
H -3.9024 0.5539 0.1698 0.07
C -2.9148 0.9629 -0.0723 -0.22
H -1.0846 -1.7503 0.0682 0.05
H -1.9353 -1.1726 -1.3559 0.07
H -2.8311 -1.6424 0.1110 0.07
C 0.6761 0.0780 -0.7943 0.09
H 1.7751 0.1376 2.1787 0.09
C 1.1102 0.0746 1.3037 -0.09
H -2.9023 1.1757 -1.1621 0.07
H -0.0760 0.7650 -1.1355 0.05
```

=====

Entry 5:
C6H15N | ωB97M-V/def2-TZVPD

Max |F|   6.20 eV/Å
Multiplicity   1
Energy relative to the best compared isomer or geometry (same formula, charge and spin)   106.9 kcal/mol
E_tot   -292.198616 hartree
Total charge   0
HOMO   -9.10 eV

Geometry as XYZ:
```
22
Properties=species:S:1:pos:R:3:lowdin_charge:R:1
H 0.0380 3.4259 -0.6690 0.06
H -1.0228 1.7994 0.1342 0.16
H 1.5738 1.5076 0.5699 0.15
H -1.3753 0.0583 -0.3024 0.02
H 1.3454 -0.4990 1.0307 0.09
N 0.7609 0.3054 -0.8125 -0.03
C -1.9926 -0.5371 0.3771 -0.12
C 0.0901 -1.9035 0.2973 -0.22
H -0.1276 2.1435 -1.8288 0.08
H -0.6470 -0.7864 2.0318 0.10
H -0.3643 -2.2506 -0.6360 0.11
H 0.5944 -2.7557 0.7549 0.10
H -1.5104 -2.2839 1.6361 0.10
H -2.6275 -1.2357 -0.1608 0.07
H 1.4401 2.9783 -1.6616 0.07
H -2.5957 0.0696 1.0405 0.06
C 1.1667 -0.8379 -0.0101 -0.25
H 2.1449 -1.2173 -0.3133 0.11
H -0.3776 1.5141 0.6226 0.11
C 0.5802 2.5934 -1.1292 -0.10
C -1.0169 -1.4102 1.2153 -0.25
C 0.7568 1.4145 -0.1665 -0.44
```